*1*
The following is a DFT calculation (ωB97M-V/def2-TZVPD) of a 6-piece molecular cluster, C24H66N6O6 overall.

Total charge: 0
HOMO-LUMO gap, eV: 9.69
LUMO energy, eV: 0.7
SMILES: COC[C@H](C)N.COC[C@H](C)N.COC[C@H](C)N.COC[C@H](C)N.COC[C@H](C)N.COC[C@H](C)N

Each line ends with the Mulliken charge.
Positions of all 102 atoms, in Å:
C (2.78568, -5.56063, -5.62001)  -1.51
C (4.09197, -5.11033, -6.25256)  0.59
C (4.49208, -3.61568, -5.99497)  -0.80
O (3.63335, -2.89752, -6.83453)  -0.37
C (2.50703, -2.21020, -6.26017)  -0.73
N (5.01250, -5.95999, -5.48868)  -0.71
H (1.92615, -5.15687, -6.15508)  0.36
H (2.85529, -5.39774, -4.54450)  0.36
H (2.68114, -6.60646, -5.90884)  0.45
H (4.23370, -5.19587, -7.32991)  0.26
H (5.53323, -3.47350, -6.28463)  0.32
H (4.43650, -3.27427, -4.96132)  0.37
H (2.91746, -1.45189, -5.59339)  0.33
H (1.92480, -2.81868, -5.56816)  0.27
H (1.82199, -1.66155, -6.90654)  0.34
H (4.78515, -6.91401, -5.73003)  0.24
H (5.94828, -5.88489, -5.86121)  0.24
C (1.20907, -3.87183, -1.45794)  -1.42
C (0.64750, -3.98236, 0.00011)  0.53
C (1.58980, -3.35578, 1.04376)  -0.65
O (0.91612, -3.52310, 2.26890)  -0.30
C (1.49130, -2.83481, 3.37895)  -0.76
N (-0.68430, -3.42481, -0.04125)  -0.71
H (0.52419, -4.18600, -2.24554)  0.41
H (2.09247, -4.49716, -1.58707)  0.41
H (1.39310, -2.81178, -1.63267)  0.09
H (0.47608, -4.99969, 0.35192)  0.41
H (1.98241, -2.35050, 0.89086)  0.34
H (2.43520, -4.04002, 1.11608)  0.43
H (2.57038, -2.98315, 3.33788)  0.45
H (1.18974, -3.51363, 4.17668)  0.25
H (1.05128, -1.84626, 3.51015)  0.14
H (-0.58523, -2.43402, -0.21046)  0.07
H (-1.00552, -3.40071, 0.91601)  0.30
C (1.12367, 2.05573, 0.45923)  -2.06
C (0.04872, 1.03633, 0.01453)  1.52
C (0.43697, 0.35275, -1.29198)  -1.01
O (0.47047, 1.21476, -2.40966)  -0.27
C (1.00356, 0.60562, -3.61650)  -1.04
N (-0.13412, 0.06031, 1.14741)  0.06
H (2.01920, 1.45459, 0.61658)  0.54
H (0.86713, 2.67859, 1.31617)  0.35
H (1.36058, 2.71219, -0.37806)  0.42
H (-0.90815, 1.54978, -0.07965)  -0.35
H (-0.32927, -0.38292, -1.53646)  0.48
H (1.38998, -0.16316, -1.17492)  0.36
H (0.46937, 1.02748, -4.46783)  0.35
H (0.86225, -0.47285, -3.68748)  0.39
H (2.07822, 0.73626, -3.74358)  0.34
H (-0.15165, 0.64517, 1.97066)  -0.06
H (-0.99355, -0.46601, 1.08059)  0.08
C (-3.65300, -3.23497, 2.97571)  -1.68
C (-2.96007, -2.27693, 3.94443)  1.20
C (-3.21506, -0.78881, 3.77769)  -1.16
O (-2.67508, -0.29942, 2.55535)  -0.24
C (-3.41113, 0.75797, 2.08151)  -0.69
N (-3.38080, -2.57090, 5.26585)  -0.75
H (-4.69430, -2.96150, 3.14597)  0.56
H (-3.47332, -4.28439, 3.20930)  0.32
H (-3.52477, -2.89066, 1.94950)  0.37
H (-1.87721, -2.39581, 3.90739)  -0.12
H (-2.71302, -0.16546, 4.51761)  0.29
H (-4.27331, -0.54474, 3.87062)  0.43
H (-2.94698, 0.90980, 1.10704)  -0.01
H (-3.32772, 1.69827, 2.62649)  0.32
H (-4.47330, 0.51409, 2.06163)  0.43
H (-4.32598, -2.92347, 5.21647)  0.32
H (-2.78141, -3.36381, 5.44507)  0.30
C (-2.69328, 4.74615, 0.49159)  -0.99
C (-1.99765, 4.49505, -0.80908)  1.55
C (-2.95110, 3.68156, -1.73128)  -0.99
O (-2.36887, 3.14318, -2.93504)  -0.37
C (-2.80577, 1.80896, -3.21326)  -0.46
N (-1.65133, 5.75196, -1.44021)  -0.81
H (-1.91427, 5.18408, 1.11564)  0.07
H (-2.87814, 3.80846, 1.01568)  0.08
H (-3.54410, 5.42746, 0.48608)  0.40
H (-1.15325, 3.84562, -0.57815)  -0.43
H (-3.73706, 4.23759, -2.24238)  0.45
H (-3.41643, 2.89331, -1.13949)  0.33
H (-2.23313, 1.47659, -4.07912)  0.20
H (-3.88981, 1.77515, -3.32191)  0.36
H (-2.50624, 1.16590, -2.38570)  0.05
H (-0.96843, 6.30118, -0.93810)  0.25
H (-1.21965, 5.68696, -2.35099)  0.26
C (1.49989, 2.37329, 4.48625)  -1.41
C (1.45763, 3.84871, 3.97781)  0.79
C (0.12740, 4.63368, 4.17800)  -0.72
O (-0.04560, 5.77053, 3.32786)  -0.34
C (-1.27773, 6.43899, 3.45794)  -0.78
N (2.60215, 4.49759, 4.63278)  -0.78
H (2.49126, 1.92080, 4.46300)  0.40
H (0.66989, 1.73337, 4.18678)  0.13
H (1.47808, 2.36123, 5.57597)  0.46
H (1.71700, 3.97677, 2.92689)  0.24
H (-0.03870, 5.05740, 5.16844)  0.48
H (-0.73820, 3.99711, 3.99462)  0.24
H (-1.28957, 6.91369, 4.43908)  0.32
H (-2.06992, 5.70216, 3.32513)  0.33
H (-1.35896, 7.10847, 2.60161)  0.25
H (3.48640, 4.16595, 4.27470)  0.22
H (2.43068, 5.49290, 4.64035)  0.23

=====

*2*
The following is a DFT calculation (ωB97M-V/def2-TZVPD) of a 6-piece molecular cluster, C24H66N6O6 overall.

Total charge: 0
HOMO-LUMO gap, eV: 9.70
LUMO energy, eV: 0.7
SMILES: COC[C@H](C)N.COC[C@H](C)N.COC[C@H](C)N.COC[C@H](C)N.COC[C@H](C)N.COC[C@H](C)N

Each line ends with the Mulliken charge.
Positions of all 102 atoms, in Å:
C (-1.70592, 0.79904, -5.45251)  -1.63
C (-1.81226, 1.60904, -4.14920)  1.59
C (-1.97592, 3.08387, -4.43073)  -0.78
O (-0.88390, 3.59542, -5.17194)  -0.37
C (0.21918, 3.95045, -4.37483)  -0.55
N (-2.92529, 1.13025, -3.31692)  -0.46
H (-0.90587, 1.19920, -6.08158)  0.31
H (-2.62263, 0.85499, -6.04301)  0.38
H (-1.46546, -0.23477, -5.20583)  0.41
H (-0.91175, 1.34401, -3.58489)  -0.80
H (-2.14501, 3.65686, -3.51289)  0.32
H (-2.84054, 3.18805, -5.09477)  0.38
H (0.56089, 3.15415, -3.70214)  0.12
H (0.01181, 4.81409, -3.72710)  0.37
H (1.00603, 4.21687, -5.07617)  0.24
H (-3.81595, 1.29303, -3.76964)  0.24
H (-2.82048, 0.14474, -3.11630)  0.25
C (1.70296, -2.06469, -0.32031)  -1.59
C (1.35392, -1.13168, -1.45683)  0.56
C (0.70936, 0.14733, -0.94258)  0.00
O (-0.57453, -0.13234, -0.47120)  -0.40
C (-1.28226, 1.06634, -0.14569)  -0.19
N (2.60508, -0.75083, -2.13227)  -0.45
H (2.21938, -1.49629, 0.46589)  0.25
H (2.33944, -2.92745, -0.51596)  0.48
H (0.82538, -2.47459, 0.19696)  0.40
H (0.65011, -1.65379, -2.11414)  0.22
H (0.66247, 0.87606, -1.76732)  -0.33
H (1.36551, 0.57213, -0.16668)  0.29
H (-2.23568, 0.71649, 0.24236)  0.17
H (-1.45665, 1.67091, -1.03897)  0.08
H (-0.67750, 1.60687, 0.58852)  0.13
H (2.61811, 0.23468, -2.36154)  -0.08
H (2.88504, -1.26347, -2.95416)  0.23
C (3.16776, -7.92045, 2.98348)  -1.31
C (4.48632, -7.24603, 2.69494)  0.69
C (4.50825, -5.79564, 3.11381)  -0.83
O (3.34640, -5.14410, 2.63961)  -0.27
C (3.32943, -3.79689, 3.01276)  -0.70
N (5.59048, -7.93248, 3.39342)  -0.76
H (2.37404, -7.56777, 2.32419)  0.31
H (2.77285, -7.68327, 3.97835)  0.31
H (3.25093, -9.00639, 2.92581)  0.36
H (4.66006, -7.27917, 1.60843)  0.17
H (5.41955, -5.29812, 2.75538)  0.36
H (4.49154, -5.74394, 4.21475)  0.36
H (3.35395, -3.68205, 4.10368)  0.34
H (2.49134, -3.28011, 2.55131)  0.16
H (4.21845, -3.25945, 2.63856)  0.31
H (6.45716, -7.42385, 3.23944)  0.24
H (5.74564, -8.82140, 2.92711)  0.27
C (1.10844, 1.21080, 3.30014)  -1.32
C (0.06424, 1.91937, 4.10993)  0.69
C (0.63307, 2.50522, 5.39409)  -0.94
O (-0.37615, 3.23785, 6.04603)  -0.32
C (0.05943, 3.80584, 7.25145)  -0.74
N (-0.55353, 3.01068, 3.33621)  -0.73
H (0.61997, 0.65191, 2.49713)  0.21
H (1.64706, 0.47014, 3.89979)  0.44
H (1.84315, 1.88894, 2.86879)  0.41
H (-0.69543, 1.20740, 4.47179)  0.19
H (1.49012, 3.15998, 5.15082)  0.38
H (1.04800, 1.72061, 6.04229)  0.42
H (-0.78635, 4.20048, 7.80452)  0.25
H (0.78270, 4.62082, 7.09683)  0.30
H (0.60240, 3.05951, 7.84992)  0.29
H (-1.10059, 3.52529, 4.02214)  0.29
H (-1.21272, 2.63302, 2.66538)  0.20
C (4.72384, 2.46064, -1.78472)  -1.37
C (5.14767, 1.40598, -2.80098)  1.02
C (4.80342, 1.72870, -4.23692)  -0.89
O (3.39268, 1.84699, -4.29438)  -0.02
C (2.88027, 1.85915, -5.58193)  -0.53
N (6.60120, 1.21462, -2.66228)  -0.71
H (3.63499, 2.47698, -1.68880)  0.19
H (5.10480, 3.44327, -2.06096)  0.34
H (5.04289, 2.16657, -0.78206)  0.46
H (4.62212, 0.49728, -2.48971)  -0.01
H (5.07364, 0.86256, -4.85810)  0.33
H (5.33944, 2.62764, -4.55972)  0.34
H (3.35439, 2.61527, -6.22306)  0.33
H (1.84188, 2.20413, -5.58456)  -0.14
H (2.86270, 0.86068, -6.03433)  0.33
H (6.93801, 0.39155, -3.14558)  0.26
H (6.82612, 1.10938, -1.68222)  0.27
C (-10.07882, -0.55742, 0.36676)  -1.47
C (-9.11022, -0.13847, 1.46607)  0.61
C (-7.97047, 0.70183, 0.99006)  -0.56
O (-6.96213, -0.14961, 0.46634)  -0.33
C (-5.79510, 0.54924, 0.11119)  -0.71
N (-9.89314, 0.62714, 2.49492)  -0.77
H (-9.57115, -1.17721, -0.37776)  0.33
H (-10.48502, 0.30440, -0.16697)  0.34
H (-10.89143, -1.17117, 0.75792)  0.38
H (-8.79625, -1.07575, 1.93916)  0.22
H (-7.52950, 1.24004, 1.84016)  0.31
H (-8.31339, 1.41493, 0.23082)  0.27
H (-5.91955, 0.99251, -0.88455)  0.30
H (-4.98125, -0.17455, 0.07590)  0.23
H (-5.51747, 1.33847, 0.81928)  0.31
H (-9.29120, 0.78264, 3.29841)  0.26
H (-10.59898, -0.02014, 2.83469)  0.27

=====

*3*
The following is a DFT calculation (ωB97M-V/def2-TZVPD) of a 6-piece molecular cluster, C24H66N6O6 overall.

Total charge: 0
HOMO-LUMO gap, eV: 9.02
LUMO energy, eV: 0.5
SMILES: COC[C@H](C)N.COC[C@H](C)N.COC[C@H](C)N.COC[C@H](C)N.COC[C@H](C)N.COC[C@H](C)N

Each line ends with the Mulliken charge.
Positions of all 102 atoms, in Å:
C (0.80343, -0.15542, -4.09616)  -1.47
C (1.44221, -0.00795, -5.46343)  0.72
C (2.17908, 1.38214, -5.53340)  -0.61
O (1.19705, 2.43068, -5.63336)  -0.28
C (0.76220, 2.77465, -6.87799)  -0.75
N (2.33758, -1.22173, -5.43367)  -0.80
H (0.08873, 0.65669, -3.96282)  0.53
H (1.46323, 0.05831, -3.25528)  0.04
H (0.21515, -1.07215, -4.05570)  0.41
H (0.68287, 0.01957, -6.24493)  0.23
H (2.89802, 1.32856, -6.35092)  0.43
H (2.64796, 1.72147, -4.60976)  0.06
H (0.24250, 1.98002, -7.41332)  0.27
H (1.62172, 3.10711, -7.46006)  0.32
H (0.14400, 3.67234, -6.88682)  0.27
H (1.79468, -1.99871, -5.78246)  0.28
H (2.57216, -1.54602, -4.50636)  0.29
C (-6.25273, -0.89452, 0.88429)  -1.54
C (-4.82914, -0.54649, 0.38593)  0.54
C (-4.92868, 0.27660, -0.92424)  -0.73
O (-5.60557, -0.50380, -1.89584)  -0.33
C (-6.08289, 0.12535, -3.12704)  -0.76
N (-4.01793, 0.14592, 1.34930)  -0.62
H (-6.24449, -1.41558, 1.84164)  0.42
H (-6.73214, -1.52605, 0.13634)  0.32
H (-6.84644, 0.01749, 0.94627)  0.32
H (-4.28987, -1.42698, 0.03660)  0.26
H (-3.97672, 0.64527, -1.30630)  0.38
H (-5.43056, 1.24016, -0.83606)  0.48
H (-5.25085, 0.33267, -3.79995)  0.28
H (-6.71679, 0.98636, -2.91508)  0.30
H (-6.60316, -0.67498, -3.65324)  0.25
H (-3.08488, 0.37028, 1.03436)  0.42
H (-4.40628, 1.07263, 1.45170)  0.31
C (2.61871, 2.57066, -1.49317)  -2.02
C (2.35768, 1.36131, -0.56360)  1.31
C (3.55721, 0.89558, 0.16316)  -1.16
O (4.18772, 1.92863, 0.81819)  -0.27
C (5.16804, 1.52118, 1.75684)  -0.83
N (1.22001, 1.77272, 0.26688)  -0.43
H (3.03455, 3.27210, -0.76987)  0.51
H (1.76719, 2.87671, -2.10092)  0.47
H (3.48241, 2.36320, -2.12489)  0.46
H (2.01596, 0.49527, -1.13043)  -0.23
H (4.00257, 0.18009, -0.52808)  0.45
H (3.13051, 0.28939, 0.96227)  0.36
H (6.07646, 1.21417, 1.23854)  0.33
H (4.86348, 0.72409, 2.43506)  0.30
H (5.57034, 2.40074, 2.25946)  0.27
H (1.60938, 2.15871, 1.11511)  0.21
H (0.67276, 2.50231, -0.16708)  0.08
C (-0.13547, -8.45953, 1.31899)  -1.48
C (0.89475, -8.28190, 2.39188)  0.35
C (1.04518, -6.82180, 2.89455)  -0.57
O (2.00153, -6.92664, 3.95341)  -0.36
C (2.48672, -5.63937, 4.24167)  -0.69
N (0.48024, -9.05190, 3.50267)  -0.71
H (0.12229, -7.90428, 0.41713)  0.37
H (-1.11389, -8.15610, 1.69145)  0.36
H (-0.25895, -9.51956, 1.09721)  0.38
H (1.91360, -8.49057, 2.06554)  0.31
H (0.07592, -6.43724, 3.21195)  0.30
H (1.33719, -6.17967, 2.06359)  0.33
H (2.98881, -5.25488, 3.35388)  0.30
H (3.14394, -5.55629, 5.10726)  0.33
H (1.67654, -4.97094, 4.53306)  0.23
H (-0.46876, -8.90217, 3.81424)  0.25
H (1.16132, -8.90080, 4.23302)  0.32
C (-1.35512, -1.15190, -1.27756)  -1.16
C (-1.18593, -1.05638, 0.25231)  0.91
C (-0.01512, -1.79128, 0.92012)  -0.72
O (-0.26963, -2.33939, 2.14568)  -0.48
C (0.92773, -2.54252, 2.94641)  -0.66
N (-1.06973, 0.34889, 0.66736)  -0.38
H (-0.59803, -0.66944, -1.89573)  -0.13
H (-2.33973, -0.76637, -1.54217)  0.03
H (-1.46617, -2.18669, -1.60155)  0.56
H (-2.11366, -1.41045, 0.70183)  0.73
H (0.89742, -1.21641, 0.76237)  -0.14
H (0.31609, -2.62416, 0.29988)  0.53
H (1.55095, -3.30413, 2.47774)  0.29
H (0.84170, -2.71077, 4.01990)  0.28
H (1.35463, -1.54599, 3.05952)  0.27
H (-0.14441, 0.62295, 0.36943)  -0.22
H (-1.01804, 0.41500, 1.67387)  0.22
C (0.21874, 8.55923, 2.78100)  -1.37
C (0.61532, 7.13408, 2.67699)  0.70
C (-0.30683, 6.22673, 1.84558)  -0.87
O (-0.13232, 4.85360, 2.13078)  -0.29
C (-1.18949, 3.98189, 1.73736)  -0.76
N (1.95313, 7.15300, 2.12978)  -0.72
H (-0.04854, 8.71954, 1.73651)  0.33
H (1.00618, 9.16876, 3.22429)  0.42
H (-0.63124, 8.77737, 3.42756)  0.31
H (0.56003, 6.67317, 3.66320)  0.22
H (-0.06347, 6.28707, 0.78480)  0.35
H (-1.32955, 6.55222, 2.03584)  0.32
H (-1.13226, 3.80510, 0.66332)  0.33
H (-2.19086, 4.36051, 1.94233)  0.46
H (-1.18614, 3.04392, 2.29261)  0.14
H (2.50592, 7.84870, 2.60991)  0.22
H (2.55902, 6.35666, 2.26704)  0.22

=====

Energies relative to the minimum, hartree: *1* 0.1019; *2* 0.0000; *3* 0.1262

=====

*1*
The following is a DFT calculation (ωB97M-V/def2-TZVPD) of C5H10FNO as an isolated structure.

Total charge: 0
HOMO-LUMO gap, eV: 8.77
LUMO energy, eV: -0.4

Each line ends with the Mulliken charge.
Positions of all 18 atoms, in Å:
C (0.47950, -0.94953, 1.10586)  -1.17
C (-0.06124, -0.13228, -0.08638)  0.96
C (1.03353, 0.96603, -0.20013)  -0.84
C (-1.82426, -0.62845, -0.96330)  -0.56
C (-1.52866, 0.26772, 0.17988)  0.09
H (-0.35728, -1.56214, 1.56631)  0.29
H (1.27202, -1.66511, 0.97662)  0.29
H (0.58468, 0.13457, 1.71486)  0.24
H (0.51589, 1.58677, -0.81227)  0.46
H (0.99268, 1.39092, 0.84130)  0.33
H (2.96133, 1.55294, -0.82415)  0.28
H (2.59920, -0.91101, -0.04220)  0.23
H (-2.33197, -1.53760, -0.61545)  0.27
H (-2.38895, 0.10292, -1.86250)  0.30
H (-1.94368, -0.11703, 1.20350)  0.24
N (2.21505, 0.62297, -0.86687)  -0.54
O (-0.34072, -0.77759, -1.39241)  -0.51
F (-1.87710, 1.65589, 0.07732)  -0.35

=====

*2*
The following is a DFT calculation (ωB97M-V/def2-TZVPD) of one molecule with the formula C5H10FNO.

Total charge: 0
HOMO-LUMO gap, eV: 10.18
LUMO energy, eV: 0.8
SMILES: N[C@H]1C[C@@]1(CO)CF

Each line ends with the Mulliken charge.
Positions of all 18 atoms, in Å:
C (0.28810, -1.05326, -0.46339)  -0.12
C (-0.16253, -0.98361, 1.02899)  -1.10
C (-0.06506, 0.23957, 0.21057)  1.09
C (-1.36458, 0.95931, -0.26628)  -0.71
C (1.05424, 1.16524, 0.55511)  -0.77
H (1.97122, -0.90233, -1.55676)  0.21
H (1.91280, -2.21670, -0.63328)  0.21
H (-0.41606, -1.37610, -1.22564)  0.31
H (-1.17723, -1.34765, 1.23939)  0.23
H (0.59036, -1.18639, 1.77975)  0.33
H (-1.13700, 1.49053, -1.20543)  0.29
H (-1.63756, 1.70272, 0.50497)  0.36
H (-3.21251, 0.36763, -0.58570)  0.32
H (1.98139, 0.66628, 0.79809)  0.38
H (0.75922, 1.77013, 1.42520)  0.32
N (1.68971, -1.27926, -0.65727)  -0.54
O (-2.35119, -0.05753, -0.45274)  -0.50
F (1.27668, 2.04142, -0.49558)  -0.32

=====

Energies relative to the minimum, hartree: *1* 0.2527; *2* 0.0000